Record 1
Here is C5H8O9V as an isolated structure from OMol25. Energies are from the ωB97M-V functional and the def2-TZVPD basis.

Summary:
Lowest unoccupied orbital energy = 0.2848 Ha
Charge = -3
Relative energy (zero: lowest compared OMol25 entry of this formula, charge and spin) = 686.21 kJ/mol
Highest occupied orbital energy = 4.5 eV
HOMO-LUMO gap = 3.241 eV

Structure (XYZ):
```
23
Properties=species:S:1:pos:R:3:forces:R:3:mulliken_charge:R:1
O -0.63788 -1.86361 -1.05176 1.38 -2.57 0.07 -0.859
V -1.76283 -0.77738 -1.42658 1.53 -6.39 6.95 1.256
O -2.91374 -1.15857 -0.45584 -6.35 -2.11 1.86 -0.832
C -1.14296 1.42419 -0.27542 -0.08 6.28 -0.63 0.859
O -1.33597 0.24861 -0.10025 1.33 -2.26 3.54 -0.720
O -1.54881 2.19726 0.57773 -2.76 4.10 4.48 -0.915
O -0.65294 1.91046 -1.28253 2.68 1.45 -3.71 -0.810
C -1.56791 -0.37773 -3.45571 -3.29 2.48 -1.27 0.826
O -2.22410 0.27730 -4.24952 0.90 2.86 -4.99 -0.785
O -0.70307 -0.02079 -2.64254 6.12 3.25 -4.59 -0.439
O -2.31089 -1.28616 -2.95616 -3.42 -6.23 -3.72 -0.593
C 2.57565 0.46546 1.67067 -0.56 0.14 0.66 -1.512
C 1.13126 0.22409 1.18200 -0.13 -1.24 -1.14 1.105
C 0.71307 -1.22592 1.34208 0.52 -0.02 0.77 -1.359
O 0.07466 1.01941 1.71780 3.28 -1.05 1.83 -0.509
H 3.35635 0.34748 0.91921 -0.23 -0.09 -0.35 0.290
H 2.76570 -0.28048 2.44239 0.29 0.13 0.47 0.345
H 2.67205 1.47197 2.07779 0.12 0.14 0.20 0.372
H 1.16236 0.26703 0.09329 -0.25 0.94 -0.33 -0.022
H 1.49174 -1.92843 1.04503 0.36 0.09 -0.56 0.363
H -0.15049 -1.40301 0.70099 -0.15 -0.27 0.39 0.331
H 0.61221 -1.45495 2.40296 -0.62 0.05 0.47 0.335
H 0.39661 1.92379 1.72444 -0.67 0.33 -0.41 0.274
```
Positions in Å, forces in eV/Å.

=====

Record 2
Here is the molecule H4OS2Si from OMol25. Energies are from the ωB97M-V functional and the def2-TZVPD basis.

Summary:
Lowest unoccupied orbital energy = 0.0135 Ha
SMILES string = SO[SiH2]S
Relative energy (zero: lowest compared OMol25 entry of this formula, charge and spin) = 84.33 kJ/mol
Highest occupied orbital energy = -9.2 eV
HOMO-LUMO gap = 9.577 eV

Structure (XYZ):
```
8
Properties=species:S:1:pos:R:3:forces:R:3:mulliken_charge:R:1
O 0.54916 0.64001 -1.09319 0.01 0.66 0.10 -0.215
Si -0.33449 -0.62007 -0.48583 -1.34 0.17 0.83 0.399
S 0.87136 2.21594 -0.67998 -0.51 0.24 -0.24 -0.015
S -0.09197 -0.64367 1.63705 0.29 0.27 0.03 -0.291
H 0.66250 -1.56706 -1.00900 -0.87 -0.73 -0.42 -0.060
H -2.08115 -0.69924 -0.56275 2.90 0.09 -0.49 -0.062
H 1.57569 2.10733 0.46404 -0.07 -0.49 -0.04 0.118
H -1.15109 -1.43325 1.72965 -0.41 -0.21 0.23 0.127
```
Positions in Å, forces in eV/Å.

=====

Record 3
Here is a 4-piece molecular cluster, C34H65F3N5O6P overall from OMol25. Energies are from the ωB97M-V functional and the def2-TZVPD basis.

Summary:
Lowest unoccupied orbital energy (alpha / beta) = -0.1479 / -0.1479 Ha
Spin multiplicity = 4
Charge = +1
Highest occupied orbital energy (alpha / beta) = -10.7 / -11.2 eV
HOMO-LUMO gap (alpha / beta) = 6.629 / 7.213 eV

Structure (XYZ):
```
114
Properties=species:S:1:pos:R:3:forces:R:3:mulliken_spin:R:1
O 5.78055 -2.95615 0.64931 -2.32 2.35 -5.39 0.000
P 5.25352 -2.24591 -0.67739 3.63 -1.82 4.94 0.000
O 5.57819 -3.27732 -2.05144 -1.47 3.80 1.30 0.000
O 6.05051 -0.68632 -0.76986 -3.80 -2.31 -0.81 0.002
C 3.37034 -1.85608 -0.44797 -1.05 -0.10 0.35 0.000
C 2.41749 -3.18198 -0.59608 -1.73 -4.20 -1.44 0.000
C 2.61986 -4.61844 -1.35947 -3.08 3.50 3.25 0.000
N 1.34860 -5.41497 -1.05533 0.00 4.42 1.91 0.000
C 0.37868 -4.61962 -0.20852 5.14 1.90 -1.76 0.002
N 1.04433 -3.28220 0.03041 0.61 -3.85 -1.32 0.000
C 0.26574 -2.23893 0.84612 -0.83 0.57 -0.23 0.000
C -1.05073 -1.84967 -0.05318 -0.45 -0.17 0.18 0.001
C -0.71801 -1.27279 -1.55341 -0.96 1.43 -1.29 0.000
F -0.84323 -2.31067 -2.63706 0.68 3.62 3.68 0.000
F -1.75462 -0.20853 -1.82416 3.48 -3.50 0.44 0.000
F 0.59601 -0.59663 -1.68125 -4.06 -2.35 0.29 0.000
H 5.43842 -2.69926 -2.86070 0.40 -0.99 0.91 0.000
H 5.30883 -0.00153 -0.87215 1.72 -0.92 -0.09 0.001
H 3.07068 -0.94927 -1.12547 0.14 -1.99 0.99 0.000
H 3.25255 -1.47929 0.67717 0.60 -0.94 -2.40 0.000
H 3.56024 -4.93843 -1.98706 -2.33 0.41 1.47 0.000
H 1.15661 -6.39744 -1.39157 0.30 1.67 0.59 0.000
H -0.67456 -4.87601 0.23594 2.37 0.17 -1.15 0.005
H -0.11035 -2.68719 1.88130 0.97 0.80 -2.37 0.000
H 0.91833 -1.28641 1.07616 -1.19 -2.14 -0.70 0.000
H -1.70621 -1.06183 0.54821 1.56 -1.46 -1.57 0.000
H -1.75033 -2.80110 -0.19977 1.60 2.07 0.18 0.000
C 7.95526 4.88427 -4.04672 0.37 0.14 0.24 0.012
C 6.71399 3.95858 -3.88204 0.91 0.83 -1.74 0.030
C 5.38285 4.76814 -3.89786 -0.24 -0.21 0.32 0.020
C 5.01140 5.43934 -2.58412 -0.01 0.10 0.02 -0.018
C 5.08950 4.44749 -1.43055 0.08 -0.02 -0.29 0.020
C 6.47894 3.76573 -1.34192 0.47 0.68 1.83 0.025
N 6.89275 3.12794 -2.64346 -4.29 -2.95 -0.59 0.316
O 6.12581 1.95919 -2.80143 2.37 2.74 0.55 0.611
C 7.51131 4.83204 -0.88164 0.13 0.18 -0.23 0.012
C 6.46991 2.74568 -0.15925 0.00 -0.28 -0.60 -0.022
C 6.71767 3.12883 -5.21508 -0.29 -0.54 0.69 -0.008
H 8.51987 5.04929 -3.13085 -0.24 0.02 0.03 -0.008
H 8.69396 4.44791 -4.73163 -0.34 0.00 0.05 -0.001
H 7.67975 5.86626 -4.44417 -0.04 -0.16 0.03 -0.001
H 4.55401 4.09587 -4.16044 0.26 -0.11 0.02 0.002
H 5.41205 5.52966 -4.68742 0.25 -0.30 0.03 0.002
H 5.65608 6.30519 -2.40497 0.00 -0.07 0.07 0.000
H 3.98968 5.83199 -2.65368 0.16 -0.02 -0.02 0.002
H 4.86109 4.97078 -0.49300 0.29 -0.21 -0.03 0.000
H 4.30332 3.69451 -1.55189 0.15 -0.14 -0.08 0.004
H 8.52446 4.41583 -0.85206 -0.17 0.02 -0.07 -0.007
H 7.27933 5.19132 0.12886 -0.13 -0.30 -0.19 0.000
H 7.52459 5.72808 -1.50474 0.02 -0.18 -0.02 0.001
H 5.69207 1.98086 -0.26056 0.15 0.18 -0.16 0.004
H 6.27819 3.25141 0.79579 0.06 0.15 -0.40 0.000
H 7.43954 2.24049 -0.07063 -0.21 0.05 -0.11 0.001
H 7.58366 2.45845 -5.26934 -0.14 0.15 0.13 -0.001
H 6.76309 3.79652 -6.08513 0.07 0.13 0.43 0.000
H 5.81170 2.52398 -5.33723 0.20 0.08 0.20 0.000
C -6.05737 5.21308 -0.66447 -0.28 -0.34 -0.09 0.011
C -4.67069 5.45908 -0.00012 -1.51 1.32 -0.56 0.030
C -3.60205 5.90746 -1.04153 0.36 -0.20 0.15 0.019
C -2.97293 4.78650 -1.85520 -0.02 -0.02 -0.10 -0.018
C -2.48187 3.66866 -0.94421 -0.11 0.22 0.09 0.019
C -3.60673 3.13267 -0.02194 -0.02 -1.79 -0.73 0.016
N -4.27788 4.22839 0.76610 4.22 1.89 2.13 0.276
O -3.38539 4.62517 1.77859 -2.61 -1.32 -2.33 0.649
C -4.62886 2.36362 -0.90424 -0.23 0.19 -0.15 0.020
C -3.02005 2.01556 0.89848 0.03 0.62 0.47 -0.005
C -4.93356 6.71749 0.90142 0.61 -0.56 0.43 -0.006
H -6.32229 4.16373 -0.78079 0.22 0.04 -0.07 -0.007
H -6.87356 5.62037 -0.05362 0.33 0.06 -0.06 -0.001
H -6.12299 5.67986 -1.65239 0.07 -0.01 0.14 0.000
H -2.78386 6.42400 -0.52037 -0.23 -0.11 0.15 0.002
H -4.03118 6.64584 -1.73062 -0.16 -0.11 0.33 0.002
H -3.68529 4.40895 -2.59506 0.02 -0.07 0.06 0.000
H -2.12561 5.18464 -2.42657 -0.15 -0.03 0.05 0.002
H -2.07567 2.85684 -1.56143 -0.23 -0.09 0.23 0.002
H -1.64231 4.03765 -0.34523 -0.16 0.02 0.17 0.001
H -5.47628 2.00604 -0.30875 0.11 0.13 -0.04 -0.009
H -4.16365 1.48373 -1.36617 0.14 0.20 0.26 0.000
H -5.01695 2.94992 -1.73909 0.00 0.01 0.18 0.001
H -2.17950 2.36288 1.50930 -0.29 0.16 -0.05 0.000
H -2.63883 1.17527 0.30419 -0.24 0.33 -0.24 0.000
H -3.79070 1.61615 1.56917 0.09 0.17 -0.08 -0.003
H -5.62082 6.48663 1.72403 0.15 -0.07 -0.18 -0.001
H -5.38471 7.52660 0.31264 0.04 -0.43 -0.16 0.000
H -4.01255 7.12635 1.33286 -0.15 -0.27 -0.05 0.000
C -4.18624 -8.16091 4.28866 -0.42 -0.10 0.10 0.005
C -3.33098 -7.17159 3.44334 0.47 -1.85 0.90 0.018
C -2.49339 -6.21564 4.34454 -0.10 0.37 -0.18 0.022
C -3.24917 -5.02250 4.90991 -0.02 0.03 0.09 -0.020
C -4.00356 -4.29014 3.80757 0.13 -0.30 0.05 0.021
C -4.94863 -5.23502 3.02195 -1.83 0.97 0.42 0.035
N -4.23491 -6.44947 2.48551 3.86 2.61 -2.55 0.329
O -3.45044 -6.02897 1.39606 -2.29 -1.28 2.54 0.586
C -6.11965 -5.63657 3.96117 0.09 -0.26 0.22 0.006
C -5.65985 -4.42038 1.89509 0.55 -0.34 -0.29 -0.002
C -2.28734 -8.11721 2.74902 -0.28 0.64 -0.54 -0.010
H -5.24815 -7.92418 4.32269 0.16 0.19 0.03 -0.005
H -4.15998 -9.17491 3.86879 0.20 0.28 0.02 0.000
H -3.83067 -8.22473 5.32195 0.02 0.04 -0.16 -0.001
H -1.65125 -5.81570 3.76256 -0.14 -0.17 -0.15 0.003
H -2.04432 -6.77480 5.17511 -0.15 -0.16 -0.32 0.003
H -3.92753 -5.34553 5.70545 -0.03 0.05 -0.09 0.000
H -2.53805 -4.33250 5.38015 -0.09 -0.13 0.00 0.002
H -4.57368 -3.46422 4.25236 -0.14 -0.24 -0.24 0.002
H -3.28163 -3.82358 3.12866 -0.02 -0.14 -0.18 0.004
H -6.79360 -6.34870 3.47204 0.17 0.08 0.04 -0.006
H -6.71942 -4.75990 4.23633 0.27 -0.05 -0.28 0.000
H -5.79387 -6.06607 4.91024 0.01 -0.04 -0.17 0.000
H -4.95652 -3.94603 1.20187 -0.02 -0.28 0.12 -0.001
H -6.26574 -3.60885 2.31809 0.20 -0.34 0.21 0.000
H -6.33487 -5.06159 1.31503 0.20 0.06 0.11 0.002
H -2.76916 -8.78646 2.02635 0.00 0.20 0.14 0.002
H -1.78109 -8.74564 3.49310 -0.36 0.26 0.08 0.000
H -1.49950 -7.56298 2.22587 -0.25 0.01 0.04 0.000
```
Positions in Å, forces in eV/Å.

=====

Record 4
Here is C27H58CrNP3 as an isolated structure from OMol25. Energies are from the ωB97M-V functional and the def2-TZVPD basis.

Summary:
Lowest unoccupied orbital energy (alpha / beta) = 0.0159 / 0.0086 Ha
Spin multiplicity = 5
Relative energy (zero: lowest compared OMol25 entry of this formula, charge and spin) = 356.25 kJ/mol
Highest occupied orbital energy (alpha / beta) = -3.9 / -3.9 eV
HOMO-LUMO gap (alpha / beta) = 4.326 / 4.128 eV

Structure (XYZ):
```
90
Properties=species:S:1:pos:R:3:forces:R:3:mulliken_spin:R:1
P -1.89024 -0.03019 -4.58520 2.22 -1.36 -0.90 -0.002
P -0.78486 -3.47183 -3.98248 0.92 -4.45 -1.31 0.000
C -1.28276 -1.32156 -5.76801 -0.36 0.13 -0.43 0.000
C -1.61905 -2.80335 -5.44645 -0.26 -0.60 -0.07 0.000
H -0.19702 -1.18632 -5.92537 -0.47 0.12 0.36 0.000
H -1.77290 -1.06310 -6.72310 0.17 -0.13 0.14 0.000
H -2.70443 -2.97728 -5.34372 0.36 0.13 -0.16 0.000
H -1.26415 -3.43970 -6.27535 -0.35 0.41 -0.05 0.000
C 0.80792 -4.06830 -4.58299 -0.12 -1.38 -0.99 0.000
H 1.48741 -4.27171 -3.74826 -0.22 0.19 -0.26 0.000
H 1.29024 -3.36174 -5.27461 -0.25 -0.14 0.23 0.000
H 0.61107 -5.01248 -5.11364 0.54 0.01 -0.23 0.000
C -1.63839 -4.74532 -3.09637 -0.84 -1.79 -1.16 0.000
H -1.45335 -5.68692 -3.63806 -0.53 -0.34 0.54 0.000
H -2.71996 -4.54056 -3.08300 0.29 -0.22 0.10 0.000
H -1.25374 -4.83358 -2.07152 -0.12 0.17 -0.20 0.000
C -1.62795 1.52160 -5.43385 -0.35 0.47 -0.24 0.000
H -2.01101 2.33999 -4.81117 0.08 -0.09 -0.21 0.000
H -2.18859 1.47751 -6.37851 0.11 0.15 0.22 0.000
H -0.56601 1.68942 -5.65198 -0.30 -0.25 0.22 0.000
C -3.64844 -0.32512 -4.50110 -0.59 0.32 0.10 0.000
H -3.87972 -1.39305 -4.39896 0.11 0.36 0.09 0.000
H -4.06795 0.04872 -5.44829 -0.05 -0.17 0.35 0.000
H -4.06883 0.24032 -3.65968 -0.05 -0.20 -0.22 -0.001
Cr -1.16863 0.33557 1.36399 -2.00 0.36 -1.46 4.028
C 0.98300 -3.10588 -1.58237 -0.07 1.28 1.14 0.001
C 2.12699 -2.55708 -2.02626 -0.46 -1.10 -0.07 -0.001
C 2.27329 -1.32043 -2.84885 1.10 1.08 0.71 0.003
C 1.50127 -0.00715 -2.45087 0.80 -0.14 0.10 -0.023
C 0.44850 0.37486 -3.38733 -0.58 0.61 -2.36 0.006
C -0.88377 -0.17152 -3.13831 -0.76 0.92 2.71 -0.004
C -0.78332 -1.69308 -2.74712 0.87 3.66 0.30 -0.030
C -0.24316 -2.21320 -1.38681 -0.22 0.12 -0.64 0.095
C -2.14548 1.40665 -0.07484 -0.26 0.25 -0.40 -0.055
H 0.96239 -4.07369 -1.06668 0.23 0.26 -0.18 -0.001
H 3.05620 -3.10741 -1.88245 -0.15 -0.32 -0.23 0.000
H 2.10710 -1.51689 -3.92036 -0.10 0.06 0.33 0.001
H 3.34137 -1.05792 -2.77917 -0.02 -0.11 -0.12 -0.001
H 1.15817 -0.02948 -1.39891 0.34 -0.15 -0.23 0.048
H 2.22452 0.81397 -2.49530 0.19 -0.18 0.13 0.000
H 0.50457 1.32893 -3.91519 0.06 0.04 0.64 0.000
H -1.42792 0.34031 -2.31119 -0.51 -0.05 -0.11 0.000
H 0.03133 -1.97789 -3.50223 -0.96 2.56 1.91 -0.004
H -1.84439 -2.06279 -2.81895 0.39 0.33 -0.07 0.003
H 0.02105 -1.37406 -0.72616 -0.08 -0.34 -0.26 -0.015
H -1.04638 -2.75593 -0.87475 0.08 -0.10 -0.07 -0.022
H -2.98384 1.96868 0.36888 0.06 -0.02 -0.03 0.005
H -2.57345 0.68643 -0.78694 -0.03 0.25 0.07 -0.002
H -1.52299 2.12181 -0.63153 -0.11 -0.18 0.07 0.004
C 0.60974 -2.02647 4.73425 -0.52 -0.14 0.47 -0.001
C -0.03861 -1.43868 3.46873 0.50 -0.24 0.25 -0.056
C -0.59618 -2.58952 2.60786 -0.31 -0.16 -0.14 -0.010
C -1.23433 -0.54724 3.86384 -0.16 -0.59 0.91 0.084
P 1.17219 -0.42608 2.47680 -0.54 0.25 -4.01 -0.016
N 0.52478 -0.18641 0.98712 1.82 -0.50 2.33 -0.010
C 1.43934 1.23344 3.27755 0.11 -0.45 0.69 -0.098
C 1.72646 1.10885 4.78175 0.21 0.55 0.20 0.009
C 2.62729 1.92940 2.59795 0.07 0.33 -0.10 -0.010
C 0.17383 2.07918 3.04918 0.22 0.35 0.02 0.241
C 2.75476 -1.34550 2.15290 0.38 0.08 0.88 -0.013
C 3.68644 -1.34326 3.37652 0.39 -0.32 -0.07 0.006
C 2.42505 -2.78752 1.76100 -0.04 -0.28 -0.18 0.003
C 3.46678 -0.71012 0.95252 0.03 0.11 -0.27 -0.013
H -0.17630 -2.54524 5.30191 0.16 -0.01 -0.01 0.002
H 1.02803 -1.26411 5.39862 -0.06 -0.19 -0.17 0.002
H 1.39035 -2.76629 4.51847 -0.27 0.25 -0.09 -0.001
H -1.57168 -2.88408 3.01833 0.19 -0.04 0.02 -0.002
H -0.76936 -2.28699 1.56359 0.19 -0.08 0.27 0.064
H 0.04616 -3.47518 2.61292 -0.16 0.27 -0.04 0.000
H -0.95005 0.19015 4.62052 -0.21 -0.06 -0.34 -0.036
H -1.82776 -0.06109 3.03913 0.27 -0.39 1.09 0.019
H -1.96398 -1.21582 4.34130 0.04 0.15 -0.09 -0.011
H 2.56420 0.43132 4.98997 -0.26 0.17 -0.01 0.000
H 2.01302 2.10398 5.15683 -0.06 -0.21 0.02 0.001
H 0.85211 0.79010 5.35964 0.22 0.06 -0.13 -0.002
H 2.50874 1.97110 1.50829 -0.01 -0.11 0.23 -0.001
H 2.67904 2.96822 2.95757 -0.08 -0.21 0.00 -0.003
H 3.58921 1.46540 2.84745 -0.31 0.09 -0.11 -0.001
H -0.21725 1.96317 2.00671 0.52 0.67 0.72 -0.143
H -0.61604 1.87189 3.77703 0.19 0.09 -0.26 -0.024
H 0.45775 3.12922 3.19499 -0.16 -0.08 -0.19 -0.008
H 3.21661 -1.76849 4.27192 0.14 0.14 -0.19 -0.001
H 4.55372 -1.97676 3.13339 -0.13 0.15 0.12 -0.002
H 4.07500 -0.34626 3.61644 -0.12 -0.25 -0.06 0.000
H 1.71089 -2.81163 0.92573 0.20 0.00 0.29 -0.001
H 3.35124 -3.27126 1.41396 -0.19 0.15 0.08 0.000
H 2.04644 -3.38692 2.59598 0.10 0.14 -0.15 -0.002
H 2.77197 -0.62256 0.11041 0.14 0.01 0.12 -0.001
H 3.87866 0.27862 1.17141 -0.07 -0.26 -0.07 0.002
H 4.30152 -1.36122 0.65129 -0.19 0.10 0.14 0.002
```
Positions in Å, forces in eV/Å.

=====

| no. | strongest force on any atom (hartree/bohr) | electronic energy (eV) |
| --- | --- | --- |
| 1 | 0.1860 | -49420.328 |
| 2 | 0.0572 | -31660.067 |
| 3 | 0.1244 | -73471.025 |
| 4 | 0.0920 | -86705.364 |